# 1
ORCA calculation (wB97M-V/def2-TZVPD) on a structure of composition C39H31Cl4GeINO5PPd.

The geometry in XYZ format:
```
84
Properties=species:S:1:pos:R:3:mulliken_spin:R:1
Pd -0.74530 -0.86064 0.84697 1.71
O 1.35742 -1.10583 4.29926 0.04
C 0.74455 -0.45499 3.48073 -0.03
O 1.02395 -0.39367 2.21238 0.10
C -0.47147 0.37931 3.91156 0.01
P -1.44273 0.77845 2.43152 0.25
C -1.01117 2.44258 1.90210 0.03
C -1.99196 3.35274 1.51316 0.03
C -1.62469 4.62255 1.09281 -0.01
C -0.28524 4.98563 1.06034 0.03
C 0.69365 4.07582 1.43883 -0.01
C 0.33753 2.80362 1.85270 0.03
C -3.19362 0.75641 2.84693 0.00
C -3.63735 1.25755 4.07154 0.02
C -4.98868 1.24867 4.37549 0.00
C -5.90267 0.74140 3.46009 0.00
C -5.46568 0.24076 2.24267 0.01
C -4.11311 0.24552 1.93618 0.02
H -0.10286 1.29748 4.37322 0.00
H -1.06676 -0.15754 4.64748 0.01
H -3.03889 3.07778 1.54652 0.00
H -2.38868 5.33160 0.80195 0.00
H -0.00255 5.98000 0.73937 0.00
H 1.73857 4.35444 1.40289 0.00
H 1.10124 2.08269 2.12223 0.00
H -2.93233 1.65991 4.78918 0.00
H -5.32897 1.63696 5.32606 0.00
H -6.95782 0.73255 3.70005 0.00
H -6.17790 -0.16144 1.53413 0.00
H -3.76855 -0.15485 0.99056 0.00
Cl -3.97434 -2.81934 -5.27938 0.03
C -3.42216 -1.83796 -4.00331 0.15
C -3.36347 -0.47382 -4.14720 0.12
Cl -3.83721 0.26475 -5.60539 0.03
C -2.90314 0.34915 -3.07215 0.26
Cl -2.81329 2.01522 -3.23342 0.12
C -2.47447 -0.21307 -1.82189 0.16
O -2.07114 0.48413 -0.89183 0.38
C -2.51212 -1.68584 -1.67561 0.16
O -2.10888 -2.21697 -0.63650 0.28
C -3.00920 -2.45658 -2.78032 0.24
Cl -3.05352 -4.12221 -2.59862 0.12
N 1.18791 -3.23314 2.12547 0.01
C -0.09839 -3.42603 2.35072 -0.03
O -0.97373 -2.54906 2.15737 0.11
C -0.55534 -4.77752 2.81607 0.01
I -0.60063 -6.12879 1.16952 0.00
H 1.52752 -2.26900 2.02986 -0.01
H 1.85774 -3.94469 2.36865 0.00
H -1.56600 -4.69946 3.19723 0.00
H 0.11209 -5.19897 3.56085 0.00
C 0.58722 -2.09373 -2.43415 0.10
Ge 1.28244 -0.86208 -1.05263 0.24
C 2.89692 -1.61146 -0.27976 0.09
C 3.75671 -0.81868 0.47998 0.04
C 4.91826 -1.34940 1.01826 -0.02
C 5.23668 -2.68409 0.80086 0.03
C 4.39105 -3.48475 0.04337 -0.02
C 3.22800 -2.94969 -0.49082 0.05
C 1.52519 0.92847 -1.79941 -0.01
C 0.77364 1.98130 -1.34823 0.12
C 0.88850 3.27180 -1.91157 0.02
C 1.76740 3.49337 -2.92892 0.00
C 2.57875 2.44106 -3.42496 0.00
C 3.50069 2.66710 -4.47534 0.00
C 4.28699 1.65492 -4.94590 0.00
C 4.18540 0.36814 -4.37995 0.00
C 3.30236 0.12307 -3.36585 0.00
C 2.46766 1.14753 -2.85682 -0.05
H 1.42319 -2.38420 -3.07511 0.01
H -0.14054 -1.57827 -3.06412 0.00
H 0.13824 -2.99442 -2.01621 -0.01
H 3.50874 0.22095 0.66537 0.00
H 5.57605 -0.72552 1.60942 0.00
H 6.14432 -3.09858 1.22056 0.00
H 4.64085 -4.52354 -0.13443 0.00
H 2.57355 -3.58937 -1.07462 0.00
H 0.06408 1.84117 -0.54282 -0.03
H 0.28109 4.07794 -1.51818 0.00
H 1.86769 4.47764 -3.37163 0.00
H 3.57067 3.66363 -4.89495 0.00
H 4.99081 1.83478 -5.74771 0.00
H 4.81791 -0.42966 -4.74735 0.00
H 3.26338 -0.87170 -2.93536 0.00
```

Output
HOMO level (spin up / spin down), eV: -9.8 / -10.3
2S+1: 6
Gap between HOMO and LUMO (spin up / spin down), eV: 6.949 / 3.877
Total charge: +1
Electronic energy, eV: -180141.0470
Energy relative to the best compared isomer or geometry (same formula, charge and spin), kcal per mole: 28.5



# 2
ORCA calculation (wB97M-V/def2-TZVPD) on a structure of composition C39H31F5N6OSSeZr.

The geometry in XYZ format:
```
85
Properties=species:S:1:pos:R:3:mulliken_spin:R:1
Zr 0.08839 0.45339 -0.26407 0.05
C -1.81465 3.09619 -1.14703 0.00
C -1.06529 3.90514 -0.08428 0.01
C -1.12949 3.33982 1.30170 0.00
C -1.68076 4.09590 2.32732 0.00
C -1.75042 3.57826 3.60698 0.00
C -1.26735 2.30077 3.82148 0.00
C -0.73909 1.60451 2.75163 0.00
N -0.65379 2.10218 1.50958 0.00
N -0.94896 2.12692 -1.86439 -0.01
C -1.79571 1.33271 -2.81590 0.00
C -1.99108 -0.13916 -2.56180 0.00
C -3.19435 -0.73455 -2.86892 0.00
C -3.27507 -2.12184 -2.83598 0.00
C -2.15036 -2.84919 -2.51187 0.00
C -0.98762 -2.16791 -2.16720 0.00
N -0.90706 -0.83705 -2.17789 0.01
C 0.06493 2.85149 -2.67068 0.00
C 1.31149 2.02786 -2.84486 -0.05
C 2.35524 2.41589 -3.64380 0.11
C 3.54747 1.66194 -3.57458 0.01
C 3.63616 0.56646 -2.76569 0.11
C 2.50081 0.16839 -2.01825 0.05
N 1.37472 0.93965 -2.06400 0.09
H -2.62467 2.52211 -0.68944 0.00
H -2.26888 3.77245 -1.88399 0.00
H -0.01452 4.02301 -0.35816 0.00
H -1.47169 4.91707 -0.06327 0.00
H -2.05175 5.08710 2.10822 0.00
H -2.17520 4.15805 4.41389 0.00
H -1.29496 1.83448 4.79435 0.00
H -0.36477 0.59891 2.88618 0.00
H -2.76695 1.82499 -2.91509 0.00
H -1.31306 1.39518 -3.79561 0.00
H -4.04286 -0.12933 -3.15506 0.00
H -4.20573 -2.62056 -3.07134 0.00
H -2.16158 -3.92726 -2.49472 0.00
H -0.09717 -2.69805 -1.84493 0.00
H -0.35754 3.13675 -3.64093 0.00
H 0.31769 3.78746 -2.17383 0.00
H 2.27219 3.28898 -4.27428 0.01
H 4.39952 1.95478 -4.17245 0.00
H 4.53290 -0.03096 -2.69324 0.01
H 1.39494 -1.26543 -0.87986 0.01
C 0.55069 -2.41862 3.18870 0.01
C 0.17772 -1.87963 1.88115 0.00
N 0.77322 -0.70413 1.46988 -0.01
C 1.93778 -0.29590 2.11256 -0.03
C 2.46100 -0.95000 3.20666 0.01
C 1.67071 -2.00951 3.79169 0.00
C 3.66854 -0.48870 3.80405 -0.01
C 4.31213 0.61226 3.34029 0.00
C 3.75103 1.34644 2.25452 0.04
C 4.32697 2.52510 1.74662 0.00
C 3.73126 3.18638 0.70614 0.01
C 2.55847 2.65114 0.15961 0.00
N 1.99122 1.54566 0.60534 -0.02
C 2.56851 0.88805 1.65239 0.01
H -0.06672 -3.20721 3.59334 0.00
H -0.85587 -1.97060 1.57550 0.00
H 1.99549 -2.45165 4.72371 0.00
H 4.06396 -1.03827 4.64793 0.00
H 5.23162 0.95909 3.78918 0.00
H 5.24449 2.89490 2.18542 0.00
H 4.14897 4.09018 0.28908 0.00
H 2.09959 3.12936 -0.69874 0.00
F -4.21829 -6.64868 -1.01291 0.00
C -3.12558 -5.98614 -0.63162 0.00
C -3.18384 -5.07298 0.40826 0.00
F -4.33766 -4.85297 1.04024 0.00
C -2.03247 -4.40328 0.79019 0.00
F -2.15630 -3.54902 1.83005 0.00
C -0.80749 -4.57793 0.16928 0.00
Se 0.83162 -3.68277 0.61670 0.01
C -0.78779 -5.50169 -0.86862 0.00
F 0.34167 -5.73417 -1.55074 0.00
C -1.91294 -6.20547 -1.26858 0.00
F -1.84301 -7.07658 -2.27540 0.00
S 3.65534 -1.88083 -0.56219 0.49
C 2.42512 -0.95707 -1.16646 0.10
C -2.92773 -0.34103 0.81231 0.00
O -1.75913 0.05448 0.15061 0.00
H -3.12038 0.30972 1.67337 0.00
H -2.83743 -1.37430 1.16135 0.00
H -3.77856 -0.28118 0.12523 0.00
```

Output
HOMO level (spin up / spin down), eV: -8.5 / -9.6
2S+1: 2
Gap between HOMO and LUMO (spin up / spin down), eV: 5.524 / 6.379
Total charge: +1
Electronic energy, eV: -142980.8312